ORCA calculation (the ωB97M-V functional and the def2-TZVPD basis) on 2 unconnected molecules or ions with the total composition C30H34N2O4 at a distorted geometry.

XYZ file:
```
70
Properties=species:S:1:pos:R:3:forces:R:3
C -5.776 -1.017 -3.920 0.90 0.87 -0.05
O -4.824 0.075 -3.889 -1.60 -0.41 -0.21
C -3.494 -0.179 -3.876 1.45 -0.64 0.22
C -2.637 0.957 -3.851 -1.17 -1.02 -0.28
C -1.296 0.788 -3.648 1.05 -0.88 1.04
C -0.757 -0.494 -3.251 -2.25 -0.58 -0.91
O 0.351 -0.577 -2.606 2.51 0.59 0.18
C -1.573 -1.624 -3.617 1.23 0.75 0.56
C -2.926 -1.480 -3.850 -1.18 1.21 -0.28
H -6.742 -0.511 -3.919 0.06 -0.23 -0.01
H -5.661 -1.616 -4.835 -0.02 0.10 0.20
H -5.683 -1.660 -3.033 0.06 0.13 -0.18
H -3.077 1.947 -3.966 0.09 -0.23 -0.10
H -0.605 1.623 -3.643 -0.09 0.11 0.17
H -1.097 -2.599 -3.674 -0.12 -0.04 0.33
H -3.567 -2.354 -4.005 0.31 0.31 0.04
C 7.581 -2.651 -2.955 -0.63 -0.23 -0.19
O 6.315 -3.119 -3.477 0.05 0.26 0.36
C 5.164 -2.732 -2.865 -0.53 0.18 0.55
C 3.935 -3.164 -3.439 0.94 0.35 0.05
C 2.733 -2.734 -2.914 -0.08 -0.18 0.25
C 2.671 -1.911 -1.771 0.38 0.12 -0.05
C 1.359 -1.561 -1.187 -0.66 -0.21 0.03
C 1.315 -0.737 -0.025 -0.06 -0.10 -0.10
C 0.180 -0.401 0.667 0.52 0.05 0.38
N 0.175 0.286 1.838 -0.26 -0.29 -0.60
C -1.087 0.633 2.499 -0.03 -0.31 0.18
C -1.975 1.523 1.614 0.05 0.16 -0.11
C -3.244 1.953 2.316 -0.06 0.05 -0.17
C -3.503 3.312 2.520 -0.05 -0.33 0.31
C -4.620 3.704 3.259 -0.09 -0.23 -0.11
C -5.508 2.736 3.748 0.23 -0.02 -0.09
C -5.272 1.378 3.500 0.18 0.06 -0.18
C -4.144 0.987 2.773 -0.08 0.42 0.21
C -0.607 1.335 3.773 -0.81 0.10 0.92
O -1.318 1.713 4.709 1.13 -0.44 -1.45
N 0.750 1.443 3.692 -0.80 0.02 0.06
C 1.509 2.089 4.729 0.40 0.05 0.10
C 1.371 0.770 2.555 0.06 0.16 0.08
C 2.264 -0.369 3.067 -0.13 -0.06 0.08
C 2.178 1.790 1.742 -0.09 0.15 -0.02
C 3.898 -1.543 -1.176 -0.34 -0.17 -0.08
C 5.125 -1.955 -1.684 0.16 -0.22 -0.71
H 8.314 -3.065 -3.647 -0.02 0.12 0.19
H 7.637 -1.554 -2.954 -0.09 -0.26 -0.03
H 7.756 -3.035 -1.941 -0.05 0.06 -0.23
H 3.988 -3.810 -4.316 -0.10 0.21 0.22
H 1.801 -3.067 -3.376 0.24 0.21 0.10
H 0.598 -2.321 -1.299 0.00 0.09 -0.03
H 2.260 -0.372 0.358 -0.33 -0.06 -0.33
H -0.811 -0.673 0.287 0.36 0.02 0.10
H -1.640 -0.291 2.773 0.30 0.52 -0.01
H -1.384 2.408 1.322 -0.23 -0.30 0.01
H -2.217 0.960 0.696 0.09 0.25 0.25
H -2.794 4.047 2.129 -0.27 -0.17 0.19
H -4.793 4.764 3.452 -0.02 -0.34 -0.06
H -6.383 3.041 4.325 0.27 -0.09 -0.17
H -5.958 0.615 3.872 0.15 0.29 -0.09
H -3.934 -0.068 2.577 -0.20 0.29 0.12
H 0.822 2.552 5.438 -0.01 -0.12 -0.15
H 2.141 1.372 5.257 -0.06 0.03 0.08
H 2.155 2.858 4.301 -0.03 0.06 0.06
H 1.702 -0.988 3.780 0.15 0.13 -0.20
H 2.614 -1.003 2.250 -0.01 0.07 0.15
H 3.135 0.063 3.575 -0.18 -0.17 -0.11
H 1.551 2.666 1.524 0.19 -0.20 0.06
H 3.051 2.097 2.329 -0.18 0.02 -0.18
H 2.526 1.374 0.797 0.00 0.19 0.17
H 3.931 -0.961 -0.255 -0.09 -0.11 -0.29
H 6.052 -1.662 -1.179 -0.46 -0.10 -0.23
```
Forces are in eV/Å.

Calculated values
HOMO level = -5.90 eV
calculated total energy = -1573.92988 Ha
relative energy (zero: lowest compared OMol25 entry of this formula, charge and spin) = 1.2322 eV
orbital gap = 5.3835 eV

Löwdin atomic charge list, values in e, 8 entries:
1 C -0.076
2 O -0.123
3 C -0.314
4 C -0.037
5 C -0.036
6 C -0.406
7 O -0.094
8 C -0.050